No. 1
C21H36N3OPdSSi3 | ωB97M-V/def2-TZVPD

## Properties
- Gap between HOMO and LUMO: 5.7 eV
- Lowest unoccupied orbital energy: 2.44 eV
- Charge: -1

Cartesian coordinates (Å):
1 Pd -0.0348 -0.6871 0.1913
2 S 0.7471 -0.0081 4.7680
3 Si -1.2982 -3.2151 0.3502
4 Si 0.2795 -2.0339 -2.1709
5 Si -2.4211 -0.7252 -1.1696
6 O 2.4609 1.4499 0.1413
7 N -0.7991 1.6081 -0.8535
8 N 1.5362 -1.4386 2.5972
9 N 0.1950 0.4210 2.2620
10 C -1.7069 3.2283 4.6775
11 C -0.3008 1.3328 4.3795
12 C 2.0668 -2.2965 -1.5594
13 C -1.8057 -2.6632 2.1139
14 C -0.4726 1.3922 2.9894
15 C -1.9190 1.1336 -1.4317
16 C 0.8441 -0.3777 3.0609
17 C 0.3377 -0.5223 -3.3189
18 C -3.6315 -0.5906 0.2843
19 C -3.5795 -1.0366 -2.6581
20 C -1.2837 2.3866 2.4467
21 C -2.6788 -4.4941 -0.0035
22 C -1.2424 3.7990 -1.7100
23 C -1.1917 -2.0687 -1.0802
24 C 0.2183 -4.3456 0.5617
25 C -0.4752 2.8912 -0.9963
26 C -0.9070 2.2430 5.2318
27 C -2.7418 2.0001 -2.1590
28 C -2.4073 3.3366 -2.3007
29 C 0.1394 -3.4771 -3.4214
30 C -1.8916 3.2936 3.2952
31 H 1.2354 -1.6468 1.6268
32 H -2.8599 -2.8882 2.3011
33 H 0.4484 3.1997 -0.5140
34 H -2.4896 -5.0048 -0.9524
35 H 0.3377 -4.9986 -0.3078
36 H -3.1565 -0.1676 1.1716
37 H -0.7644 2.1829 6.3033
38 H 1.5648 1.1129 0.3147
39 H 2.5962 1.2124 -0.7834
40 H -4.5120 -0.4642 -2.6458
41 H 1.1573 -3.8055 0.6932
42 H -0.8083 -3.4060 -3.9635
43 H -2.7717 -5.2513 0.7828
44 H 2.3619 -1.6630 -0.7181
45 H 1.7288 -2.2087 3.2142
46 H -3.0414 4.0059 -2.8711
47 H 0.1405 -4.4359 -2.8924
48 H -3.0744 -0.8401 -3.6089
49 H 0.9545 -3.4988 -4.1530
50 H 0.0620 -4.9874 1.4352
51 H 2.2330 -3.3376 -1.2730
52 H -2.1955 3.9464 5.3235
53 H -0.6061 -0.3987 -3.8589
54 H -3.6455 -3.9873 -0.0923
55 H -0.9270 4.8305 -1.7991
56 H 2.7333 -2.0788 -2.4025
57 H -2.5235 4.0678 2.8785
58 H -1.4281 2.4214 1.3771
59 H -4.4592 0.0630 -0.0086
60 H -1.2143 -3.2351 2.8383
61 H -4.0506 -1.5611 0.5610
62 H 0.5340 0.4118 -2.7891
63 H -3.8341 -2.0998 -2.6415
64 H 1.1254 -0.6723 -4.0644
65 H -1.6536 -1.6032 2.3148
66 H -3.6424 1.6156 -2.6199

Cartesian forces (eV/Å) of the 2 atoms listed first:
-0.35 0.46 0.46
-0.02 0.04 0.05


No. 2
C21H36N4O3 | ωB97M-V/def2-TZVPD

## Properties
- Gap between HOMO and LUMO: 9.0 eV
- SMILES: CCCCn1c(N)c(N(CC(C)C)C(=O)CCC2CCCCC2)c(=O)[nH]c1=O
- Lowest unoccupied orbital energy: 0.46 eV

Cartesian coordinates (Å):
1 O -4.2438 -0.4415 1.7136
2 O -1.7745 3.3202 1.2546
3 O 2.4179 2.5436 -0.0306
4 N -2.2545 -0.6293 0.6260
5 N -2.9822 1.4165 1.4417
6 N -0.1930 -0.8064 -0.4826
7 N 0.2572 1.9385 -0.2313
8 C 2.9818 0.6870 2.0269
9 C -1.8573 2.1328 1.0205
10 C 1.5495 1.0897 1.6720
11 C 3.3649 -3.0347 0.9488
12 C -1.7846 -4.5361 -1.3949
13 C -3.1507 -3.9174 -1.1151
14 C 1.1870 1.6839 -3.0876
15 C 3.6034 -0.3565 -0.2153
16 C 1.4740 1.9155 0.4006
17 C -1.3324 1.6894 -2.9563
18 C -0.9042 1.3215 0.3087
19 C -3.0895 -2.4082 -0.8788
20 C 2.7165 -1.8193 1.6064
21 C -0.0529 2.4787 -2.6837
22 C -3.2407 0.0858 1.2934
23 C -2.4702 -2.0603 0.4784
24 C 0.0403 2.9762 -1.2336
25 C 3.5185 -0.5525 1.2974
26 C 4.2443 -1.5692 -0.8829
27 C -1.1316 -0.0220 0.1249
28 C 3.4584 -2.8370 -0.5611
29 H -3.8016 -4.1070 -1.9703
30 H -0.0863 3.3856 -3.2978
31 H -1.3195 -4.0654 -2.2595
32 H 4.1745 0.5452 -0.4387
33 H -3.1659 -2.3499 1.2693
34 H 0.9040 0.2175 1.6214
35 H 3.6329 1.5331 1.7990
36 H -2.5282 -1.9376 -1.6912
37 H 2.0875 2.2041 -2.7731
38 H 1.6978 -1.7193 1.2261
39 H 2.6006 -0.2140 -0.6211
40 H 4.5390 -0.7110 1.6677
41 H 5.2694 -1.6808 -0.5235
42 H 4.3682 -3.1767 1.3561
43 H 0.8936 3.6546 -1.1555
44 H 0.5378 -0.2802 -0.9426
45 H -1.3344 0.7412 -2.4250
46 H -4.0992 -1.9950 -0.9012
47 H -1.4236 1.4803 -4.0203
48 H 3.0349 0.4986 3.1016
49 H 3.9407 -3.7022 -1.0210
50 H 2.4509 -2.7559 -0.9786
51 H 1.1573 1.7415 2.4591
52 H -2.2053 2.2577 -2.6431
53 H -1.5230 -2.5771 0.6426
54 H -1.1175 -4.4376 -0.5416
55 H 2.7850 -3.9335 1.1727
56 H 1.2175 1.5486 -4.1665
57 H -0.8664 3.5262 -0.9723
58 H -3.5999 -4.3978 -0.2446
59 H -0.4841 -1.6527 -0.9416
60 H 2.6611 -1.9676 2.6873
61 H 1.1912 0.6967 -2.6288
62 H 4.2854 -1.4198 -1.9643
63 H -1.8929 -5.5962 -1.6088
64 H -3.6855 1.9490 1.9418

Cartesian forces (eV/Å) of the 2 atoms listed first:
-0.32 -0.15 0.11
0.07 0.17 0.06


No. 3
C21H36N6O5SV | ωB97M-V/def2-TZVPD

## Properties
- Gap between HOMO and LUMO (alpha / beta): 3.6 / 4.5 eV
- Multiplicity: 4
- Lowest unoccupied orbital energy (alpha / beta): 4.46 / 4.46 eV
- Charge: -2

Cartesian coordinates (Å):
1 V -0.9618 0.3641 -0.1934
2 S 3.8866 2.0260 -1.5763
3 O -4.4024 -0.5019 -0.8206
4 O -2.2973 0.8559 -4.0598
5 O 1.6632 -2.1558 -2.6346
6 O 1.7039 -2.5614 -0.4289
7 O -2.2688 0.9756 -1.8113
8 N 1.3075 0.2885 0.2780
9 N -0.4816 -1.6640 1.5362
10 N -1.4694 1.3807 1.2912
11 N 3.7440 0.0036 -3.3633
12 N -1.2568 -1.5210 -1.6589
13 N 4.9230 -0.4636 -1.5686
14 C 4.2552 -1.3409 -3.5964
15 C 4.1690 0.5015 -2.2007
16 C -3.5647 -1.6021 -0.5486
17 C -0.4980 4.0179 1.6532
18 C -1.7172 3.9972 3.8433
19 C -0.9650 -0.7096 -2.8545
20 C 1.1302 -2.4406 -1.5423
21 C -2.7613 1.4549 3.3710
22 C -1.3733 3.3545 2.6752
23 C -1.9358 0.4820 -2.9445
24 C 2.9639 0.7079 -4.3518
25 C 0.0763 -1.1270 2.7808
26 C -2.6702 -1.9954 -1.7251
27 C 1.6365 0.5897 1.6814
28 C 1.5040 -0.6359 2.5754
29 C -3.0674 2.1508 4.5227
30 C -1.8582 2.0131 2.3674
31 C 4.6245 -1.7638 -2.1805
32 C -0.3878 -2.7147 -1.5858
33 C -3.3810 0.1046 3.1155
34 C -2.5597 3.4219 4.8039
35 H -1.0026 -1.2963 -3.7789
36 H -2.8181 3.9461 5.7169
37 H 5.1251 -1.2999 -4.2683
38 H -3.7433 1.6832 5.2400
39 H 3.7570 -2.2349 -1.7095
40 H 4.9111 -0.3833 -0.5618
41 H 1.9167 -0.3767 3.5549
42 H 2.6632 0.9721 1.7563
43 H -4.4749 0.1545 3.0798
44 H 5.4890 -2.4267 -2.1468
45 H -3.1093 -0.6322 3.8829
46 H 1.7104 -0.6121 0.0155
47 H 0.1966 -2.2450 1.0456
48 H 2.1175 -1.4535 2.1734
49 H -2.6572 -3.0854 -1.8194
50 H -4.2316 -2.4367 -0.3139
51 H -0.5728 -3.3334 -2.4781
52 H 0.9480 1.3621 2.0284
53 H 0.0564 -0.3217 -2.7580
54 H -0.9881 4.0291 0.6746
55 H 3.4695 -1.9668 -4.0057
56 H 3.3864 0.5122 -5.3408
57 H -3.1402 -1.6109 -2.6340
58 H -1.3180 -2.2045 1.7206
59 H -0.2572 5.0432 1.9515
60 H -3.8180 0.2474 -1.0539
61 H -2.9346 -1.4117 0.3279
62 H 0.0778 -1.8716 3.5918
63 H -3.0305 -0.2563 2.1509
64 H 0.4371 3.4696 1.4968
65 H -0.6769 -3.2823 -0.7021
66 H 1.7445 0.9886 -0.3207
67 H 1.9278 0.3576 -4.3374
68 H -0.5458 -0.2871 3.0964
69 H 2.9953 1.7730 -4.1412
70 H -1.3201 4.9975 4.0171

Cartesian forces (eV/Å) of the 2 atoms listed first:
-0.15 -0.20 0.71
0.03 0.10 -0.03


No. 4
C21H36N6O8 | ωB97M-V/def2-TZVPD

## Properties
- Gap between HOMO and LUMO: 8.7 eV
- SMILES: C[N+](=O)[O-].C[N+](=O)[O-].C[N+](=O)[O-].c1cc[nH]c1.c1cc[nH]c1.c1cc[nH]c1.CC(C)=O.CC(C)=O
- Lowest unoccupied orbital energy: 0.47 eV

Cartesian coordinates (Å):
1 O 16.2878 12.4178 13.1012
2 O 9.4857 11.5873 16.6910
3 O 11.4015 12.4292 11.9300
4 O 15.7976 8.9754 11.4469
5 O 13.3412 9.1949 16.6189
6 O 13.5250 8.4976 14.6346
7 O 11.4734 11.6839 17.4718
8 O 11.5244 12.0874 14.0789
9 N 12.8407 8.7626 15.5930
10 N 15.8929 12.4556 8.0222
11 N 11.9589 12.0403 12.9038
12 N 10.4603 12.1948 17.0577
13 N 8.8535 9.7590 10.7187
14 N 15.9196 14.3144 10.9899
15 C 14.9777 12.2862 7.0031
16 C 16.4514 10.5962 6.9799
17 C 15.3174 11.1517 6.3573
18 C 16.4703 10.2906 14.2365
19 C 10.5138 13.6856 16.8419
20 C 16.2704 15.9241 9.4810
21 C 7.6098 11.0826 12.1003
22 C 8.1894 10.9791 10.8264
23 C 14.7427 14.5447 10.3888
24 C 14.9406 15.4766 9.3584
25 C 16.9453 7.5946 9.8215
26 C 16.7498 11.4644 8.0127
27 C 8.7365 9.0545 11.9234
28 C 7.9787 9.8349 12.7936
29 C 16.8755 11.3507 13.2349
30 C 11.3842 8.4887 15.6112
31 C 15.7606 8.3543 10.3679
32 C 16.8863 15.1849 10.4432
33 C 13.3647 11.5541 12.7173
34 C 18.1686 11.1662 12.4739
35 C 14.5069 8.2748 9.6333
36 H 15.7333 9.6752 13.7291
37 H 17.0175 9.7026 6.7507
38 H 14.0164 12.2727 13.1364
39 H 18.2542 12.0818 11.8606
40 H 13.4775 11.5028 11.6654
41 H 16.6314 6.5586 9.8154
42 H 13.5230 10.6166 13.1677
43 H 9.6169 14.2166 17.1177
44 H 11.2076 7.7572 14.7951
45 H 14.7559 10.8632 5.5241
46 H 8.9640 8.0645 11.8810
47 H 9.2601 9.3095 9.9234
48 H 17.1182 7.8368 8.7979
49 H 13.6320 8.5959 10.1648
50 H 16.1601 13.6777 11.7185
51 H 18.9694 11.1060 13.2231
52 H 17.8042 7.7698 10.3946
53 H 16.0871 10.7696 15.1810
54 H 17.9079 15.2938 10.8930
55 H 6.9986 11.8776 12.5346
56 H 14.6958 8.7676 8.6913
57 H 14.1541 15.7250 8.6721
58 H 14.2752 7.2693 9.2446
59 H 11.2144 8.0224 16.5764
60 H 17.3074 9.5945 14.4709
61 H 10.8478 9.4851 15.5440
62 H 15.9076 13.1881 8.7416
63 H 11.4016 14.0877 17.2528
64 H 8.1882 11.6113 9.9733
65 H 13.8200 14.0749 10.7095
66 H 14.3456 13.0397 6.6704
67 H 7.6743 9.4252 13.7270
68 H 10.5979 13.7719 15.7729
69 H 16.7771 16.6202 8.8952
70 H 18.1405 10.3025 11.8402
71 H 17.5180 11.3576 8.7590

Cartesian forces (eV/Å) of the 2 atoms listed first:
-0.24 -0.81 0.31
-0.69 -0.01 -0.01


No. 5
C21H36NO13 | ωB97M-V/def2-TZVPD

## Properties
- Gap between HOMO and LUMO: 7.8 eV
- Lowest unoccupied orbital energy: -4.43 eV
- Charge: +1

Cartesian coordinates (Å):
1 O -1.6386 -0.1145 -3.3919
2 O -6.8008 -4.2114 1.2808
3 O -2.6592 1.8812 -3.7386
4 O 10.0109 4.3807 0.5821
5 O 8.6962 2.6785 0.8304
6 O -0.5395 1.7222 -4.1341
7 O 4.4005 0.2256 -3.6322
8 O -5.1719 0.0986 5.8679
9 O -7.1045 -0.8224 6.6074
10 O 6.3673 1.2230 -3.1110
11 O -6.2799 -1.2042 4.5321
12 O 7.9293 4.4829 -0.3071
13 O 6.2350 -0.9324 -2.9741
14 N -2.6318 0.1419 1.3364
15 C -1.0930 -3.8294 0.2475
16 C 10.2571 5.6942 0.0794
17 C 5.4842 -2.1383 -3.1060
18 C -4.2438 -2.0438 0.3439
19 C 8.7921 3.9066 0.3064
20 C -3.8874 1.2907 -3.3198
21 C -4.8449 -0.9611 1.1767
22 C -2.7975 -1.9468 0.0685
23 C -7.4073 -2.0460 4.2717
24 C 7.4366 2.0489 0.6099
25 C 5.5514 0.1774 -3.2751
26 C -5.6249 -4.1687 1.0159
27 C -6.2721 -0.6592 5.7587
28 C -2.0214 -0.8237 0.5720
29 C 5.7685 2.4881 -3.3985
30 C -2.0880 -3.0664 -0.7634
31 C -1.6126 1.0470 -3.7224
32 C 0.6660 0.9531 -4.1702
33 C -5.1977 -3.1667 -0.1479
34 C -3.9787 0.1033 1.6476
35 C -5.0318 0.7468 7.1352
36 H 11.2711 5.9703 0.3630
37 H -7.3071 -2.4287 3.2564
38 H -7.4237 -2.8913 4.9598
39 H 4.6303 -2.1366 -2.4269
40 H 6.1394 -2.9650 -2.8369
41 H -6.1388 -2.6534 -0.5013
42 H -2.8017 -3.8421 -1.1465
43 H -5.8663 1.4252 7.3147
44 H 6.6328 2.6223 1.0743
45 H -3.8159 0.9435 -2.2868
46 H -4.8060 -3.7443 -1.0320
47 H -0.1150 -4.0369 -0.2504
48 H -4.8740 -4.8118 1.5620
49 H -4.6574 2.0583 -3.3747
50 H 6.5226 3.2550 -3.2302
51 H -0.9305 -0.7886 0.3466
52 H 0.5708 0.1204 -4.8675
53 H 1.4650 1.6047 -4.5179
54 H -4.9543 0.0118 7.9366
55 H -1.5605 -2.6491 -1.6592
56 H -4.1118 1.3283 7.1080
57 H -4.4463 0.8852 2.2940
58 H -8.3356 -1.4776 4.3380
59 H -2.0534 0.9125 1.6823
60 H 5.4513 2.5356 -4.4409
61 H -1.6371 -4.7451 0.5898
62 H 7.4711 1.0646 1.0745
63 H 0.9230 0.5933 -3.1733
64 H 9.5651 6.4117 0.5218
65 H 10.1843 5.7099 -1.0087
66 H 7.2517 1.9210 -0.4579
67 H -0.8893 -3.2020 1.1599
68 H -5.9376 -1.0275 1.4014
69 H 5.1560 -2.2769 -4.1368
70 H 4.9271 2.6766 -2.7305
71 H -4.1668 0.4709 -3.9827

Cartesian forces (eV/Å) of the 2 atoms listed first:
-0.07 0.07 0.18
1.00 -0.24 0.18


No. 6
C21H37B2FN3O13P | ωB97M-V/def2-TZVPD

## Properties
- Gap between HOMO and LUMO: 8.0 eV
- Lowest unoccupied orbital energy: -1.39 eV

Cartesian coordinates (Å):
1 P 1.2140 3.2668 1.1057
2 F 0.0955 -4.9953 -0.5077
3 O -0.7794 2.3653 -1.9012
4 O 1.5821 2.1309 -7.7817
5 O 2.1410 -1.4626 -5.2340
6 O 2.1754 -3.6156 -4.5755
7 O 2.1802 -1.8963 3.7901
8 O 1.2779 0.0588 -6.9386
9 O 1.1183 0.6751 -4.6835
10 O 1.9128 -0.4991 -1.5689
11 O -0.1794 -1.2305 -5.4533
12 O -0.7576 -3.3202 -4.8453
13 O 1.5931 2.7578 -2.2598
14 O 3.4147 -0.1404 3.1807
15 O 1.3774 2.8734 -4.9146
16 N 0.8620 1.9690 -0.0829
17 N 0.6881 -0.1399 -0.9053
18 N 1.0750 0.2692 1.4979
19 C 1.5957 -2.6332 -4.9253
20 C -0.7458 -0.7455 2.9895
21 C 1.7961 -1.0001 1.6031
22 C -0.3675 -3.7310 -0.1981
23 C 2.4714 -1.0959 2.9564
24 C 0.4944 -2.6840 -0.8742
25 C 0.0594 -2.4786 -5.0681
26 C -1.4068 4.0867 0.6504
27 C 0.8756 0.6965 0.2188
28 C 1.4102 1.3724 -6.8785
29 C -3.2242 -0.5498 2.4288
30 C 1.3013 1.7646 -5.3880
31 C 3.7609 2.6237 0.1624
32 C 2.8493 3.8129 0.4919
33 C -3.5917 -2.0171 2.1804
34 C -2.1463 -0.3573 3.4958
35 C -0.1662 -1.3188 -0.7046
36 C 0.0606 4.5319 0.5019
37 C -3.9757 -3.4013 4.3357
38 C -0.0547 0.4977 2.4507
39 C -4.6018 -2.5925 3.1957
40 B 1.0880 -0.5075 -5.5905
41 B 0.5393 2.3607 -1.5158
42 H 0.2499 5.3735 1.1748
43 H -2.3840 -0.9490 4.3790
44 H -5.1902 -1.7707 3.6081
45 H -2.9368 -0.0618 1.4899
46 H 2.5946 -0.9973 0.8547
47 H 0.2985 1.1204 3.2754
48 H -2.1297 0.6985 3.7815
49 H 2.7330 4.4207 -0.4081
50 H -1.5219 3.0125 0.5118
51 H -2.0382 4.6136 -0.0606
52 H 1.4972 -2.7220 -0.4501
53 H 3.4659 2.1659 -0.7797
54 H -1.4204 -3.6459 -0.4827
55 H -0.6666 -1.2276 0.2652
56 H 3.7136 1.8583 0.9443
57 H 0.5974 -2.9151 -1.9293
58 H 1.2002 -1.8921 1.4132
59 H -5.2810 -3.2511 2.6516
60 H -4.1268 -0.0273 2.7610
61 H -2.6819 -2.6247 2.2384
62 H -0.3116 -3.6167 0.8940
63 H -0.8311 -1.5335 2.2382
64 H -3.1027 -3.9555 3.9860
65 H -1.7523 4.3048 1.6615
66 H -0.1806 -1.1723 3.8175
67 H -3.9937 -2.1330 1.1726
68 H -0.9571 -1.2433 -1.4564
69 H -1.0352 3.2162 -2.2766
70 H -4.6785 -4.1313 4.7385
71 H 1.3902 2.6715 -3.2243
72 H 0.2854 4.9006 -0.5038
73 H 4.7922 2.9561 0.0474
74 H 4.1224 -0.2013 2.5253
75 H 3.3047 4.3948 1.2926
76 H 2.4144 0.3240 -1.6739
77 H -0.8004 1.0996 1.9251
78 H -3.6518 -2.7602 5.1576

Cartesian forces (eV/Å) of the 2 atoms listed first:
0.20 -0.47 0.74
-0.11 0.08 0.02